The following is a quantum chemistry calculation of a structure of composition C21H29B2BrCaCl9F6N5NaO10P at a distorted geometry, from the Open Molecules 2025 dataset.

Energy, eV: -282709.4734
Maximum force, Eh/bohr: 0.1087
LUMO energy, eV: -4.07
Gap between HOMO and LUMO, eV: 2.157

Element x y z (Å)
C (-4.44106, 0.92667, 5.87224)
C (-5.00390, -0.31203, 5.02473)
N (-5.20346, -1.48083, 5.61754)
C (-5.31020, -0.23773, 3.43154)
C (-4.03976, -0.97456, 2.74926)
C (-4.10619, -2.48675, 2.41290)
C (-2.82110, -3.13822, 1.77646)
C (-1.55879, -2.26417, 1.50413)
P (-0.06330, -3.16684, 0.70317)
O (0.49277, -2.06829, -0.53161)
Cl (1.37924, -3.34980, 2.23370)
C (-1.49521, -0.72985, 1.86417)
N (-0.25651, -0.07629, 1.60346)
C (-0.37842, 1.29760, 1.94602)
C (-1.63937, 2.00433, 2.51831)
N (-2.85180, 1.30913, 2.81257)
C (-2.76558, -0.08766, 2.47199)
H (-5.10105, 1.86688, 5.76597)
H (-4.31452, 0.68197, 7.00604)
H (-3.38308, 1.15691, 5.47377)
H (-4.94881, -1.42852, 6.61769)
H (-6.30690, -0.72507, 3.15288)
H (-5.38232, 0.85990, 3.06927)
H (-5.07373, -3.06341, 2.62011)
H (-2.82743, -4.23739, 1.48058)
H (1.42582, -2.32572, -0.73739)
H (0.57552, 1.95103, 1.78204)
H (-1.61394, 3.13311, 2.72574)
C (-2.15485, 3.73644, -1.34343)
Cl (-1.77563, 2.86225, 0.16466)
Cl (-3.87795, 3.57559, -1.70435)
Cl (-1.74548, 5.45497, -1.14845)
Cl (-1.20036, 3.04881, -2.67758)
N (1.03134, 0.12842, 4.54729)
O (-0.08008, 0.08228, 5.11454)
O (1.56220, 1.23577, 4.30791)
O (1.60363, -0.91782, 4.21674)
Ca (0.81067, 2.47811, -0.30438)
Br (-1.82516, -3.80918, -1.16025)
C (6.67192, 1.28181, -1.26723)
N (6.92851, 1.19472, -2.76430)
C (7.46971, -0.19001, -3.06043)
C (7.96345, 2.21915, -3.15936)
C (5.62388, 1.37100, -3.57391)
C (4.93906, 2.72960, -3.40055)
O (4.56155, 2.92227, -2.04265)
H (7.55538, 0.90387, -0.74909)
H (6.52630, 2.32143, -0.98439)
H (5.80325, 0.66824, -1.02558)
H (8.39611, -0.32778, -2.50098)
H (7.66201, -0.27089, -4.13780)
H (6.72467, -0.92604, -2.75558)
H (7.59801, 3.21296, -2.90169)
H (8.13620, 2.13988, -4.23416)
H (8.88149, 2.01303, -2.60681)
H (4.95650, 0.57012, -3.24381)
H (5.88344, 1.21483, -4.62349)
H (4.03243, 2.76024, -4.01369)
H (5.58471, 3.55034, -3.72061)
H (4.54081, 3.87514, -1.87129)
C (1.21585, -7.63059, 0.76600)
Cl (1.75426, -7.68119, 2.45770)
Cl (0.26996, -6.15184, 0.48932)
Cl (2.63353, -7.63620, -0.30720)
Cl (0.20730, -9.05419, 0.42154)
B (4.26508, -2.28162, 5.96374)
F (3.63514, -3.10743, 4.96788)
F (4.13826, -2.90523, 7.25095)
F (5.65817, -2.12514, 5.64237)
F (3.63431, -0.99210, 5.99304)
C (-2.70066, -2.90056, -5.00381)
O (-3.67133, -3.80834, -4.51123)
H (-2.81505, -2.81582, -6.08521)
H (-2.84858, -1.91853, -4.54687)
H (-1.69827, -3.27212, -4.77401)
H (-3.54811, -3.86463, -3.55381)
B (-7.25284, 3.26853, -4.50752)
O (-6.75736, 4.57271, -4.98292)
C (-5.64463, 4.34662, -5.67757)
O (-4.98371, 5.21016, -6.20769)
C (-5.35908, 2.90865, -5.69146)
O (-4.42012, 2.37311, -6.23503)
O (-6.29858, 2.26171, -5.00532)
F (-8.55937, 3.01464, -5.03423)
F (-7.28511, 3.24799, -3.07309)
Na (-5.34370, 2.79750, 6.90186)

Forces on atoms 1 to 2 (eV/Å):
C 0.7632 -0.3463 -0.6901
C -1.1314 -2.3535 1.3090